1.
{
  "formula": "C41H38Cl6N4O3S4Ti",
  "method": "ωB97M-V/def2-TZVPD",
  "elements": ["Ti", "C", "O", "C", "C", "C", "C", "C", "C", "C", "N", "C", "C", "N", "C", "C", "C", "C", "N", "C", "C", "N", "C", "C", "C", "C", "H", "H", "H", "H", "H", "H", "H", "H", "H", "H", "H", "H", "H", "H", "Cl", "C", "C", "Cl", "C", "Cl", "C", "O", "C", "Cl", "C", "Cl", "C", "C", "S", "C", "C", "S", "C", "C", "S", "H", "H", "H", "H", "H", "H", "H", "H", "H", "H", "H", "H", "C", "C", "C", "C", "C", "C", "C", "S", "C", "O", "H", "H", "H", "H", "H", "H", "H", "H", "H", "H", "Cl", "C", "H", "H"],
  "xyz": [[1.46989, 0.26975, -1.77996], [-0.14568, -4.86751, 10.87798], [0.56476, -5.47384, 9.80334], [0.62255, -4.82601, 8.63101], [0.03036, -3.58812, 8.37971], [0.15553, -3.01192, 7.12832], [0.86288, -3.64628, 6.11176], [1.45293, -4.88711, 6.37728], [1.33694, -5.47133, 7.61534], [0.96573, -3.00109, 4.81131], [0.47741, -1.81465, 4.50139], [0.80452, -1.61899, 3.19730], [1.50491, -2.69769, 2.68638], [1.59785, -3.57471, 3.73524], [1.96292, -2.76165, 1.34209], [2.64112, -3.83331, 0.73321], [2.99568, -3.75277, -0.59009], [2.69404, -2.59544, -1.31006], [2.07014, -1.56835, -0.75671], [1.68879, -1.63962, 0.54188], [0.94617, -0.52155, 1.05453], [0.68154, 0.48722, 0.18696], [-0.00445, 1.54174, 0.60344], [-0.46650, 1.65531, 1.91541], [-0.22248, 0.63751, 2.80415], [0.49692, -0.49038, 2.37597], [-0.06123, -5.55410, 11.71360], [-1.19821, -4.73173, 10.62287], [0.29981, -3.90838, 11.14799], [-0.52543, -3.07240, 9.14805], [-0.30212, -2.05259, 6.92944], [2.01898, -5.41683, 5.61963], [1.79016, -6.42874, 7.83151], [2.03921, -4.47755, 3.73804], [2.87726, -4.72471, 1.30011], [3.50672, -4.56685, -1.08317], [2.96214, -2.49965, -2.35516], [-0.18583, 2.31917, -0.12968], [-1.01802, 2.53696, 2.20828], [-0.57242, 0.67864, 3.82726], [-2.43585, -4.44932, -5.90556], [-1.43594, -3.28315, -5.15734], [-1.57230, -3.02338, -3.79324], [-2.71899, -3.87188, -2.84683], [-0.75970, -2.06974, -3.19868], [-0.94245, -1.61223, -1.55221], [0.21122, -1.40235, -3.93387], [1.01881, -0.51387, -3.32564], [0.34149, -1.65076, -5.29566], [1.53083, -0.77510, -6.17317], [-0.48492, -2.58722, -5.91100], [-0.32219, -2.88931, -7.58514], [-4.56861, 1.07563, -3.66212], [-3.40575, 2.05468, -3.79535], [-2.24792, 2.16491, -2.41116], [-3.25864, 2.79831, -1.04949], [-4.18011, 1.81096, -0.32787], [-3.33024, 0.29779, 0.18656], [-4.41028, -1.05011, -0.38166], [-5.11419, -0.92736, -1.72946], [-4.07452, -0.60314, -3.18224], [-5.07356, 1.02257, -4.62746], [-5.30468, 1.44464, -2.95201], [-3.79410, 3.04908, -4.02469], [-2.77526, 1.75892, -4.63749], [-3.84166, 3.64911, -1.40921], [-2.53680, 3.20562, -0.33786], [-5.02187, 1.53894, -0.95495], [-4.59502, 2.31059, 0.54850], [-5.17039, -1.24423, 0.37668], [-3.74426, -1.91487, -0.39592], [-5.90386, -0.17773, -1.70504], [-5.62081, -1.87656, -1.91068], [3.18515, 8.37644, -1.98989], [2.82956, 6.97454, -2.38573], [1.53803, 6.47892, -2.17268], [1.18906, 5.20266, -2.56334], [2.15434, 4.40361, -3.17092], [3.44924, 4.86195, -3.38175], [3.77540, 6.14944, -2.99038], [1.80207, 2.77008, -3.68559], [0.35579, 2.97332, -4.69955], [1.24417, 2.07586, -2.39565], [2.50260, 8.76394, -1.23619], [3.13043, 9.03456, -2.85946], [4.20155, 8.43114, -1.60286], [0.80080, 7.11225, -1.69604], [0.18699, 4.82773, -2.38944], [4.19066, 4.22493, -3.84829], [4.78004, 6.51763, -3.15344], [0.06316, 1.97964, -5.03909], [0.66456, 3.58415, -5.54778], [-0.44121, 3.44484, -4.12775], [3.68461, 1.33462, -0.51237], [3.51195, 0.47184, -2.06265], [4.11933, -0.42575, -2.04227], [3.80874, 1.12177, -2.88153]],
  "spin_multiplicity": 1,
  "charge": 2,
  "gap_ha": 0.20678,
  "e_homo_ev": -11.7
}

=====

2.
{
  "formula": "C41H39Br4Cl3FN5O6Sn",
  "method": "ωB97M-V/def2-TZVPD",
  "elements": ["Sn", "Br", "C", "C", "Br", "C", "Br", "C", "O", "C", "O", "C", "Br", "C", "C", "C", "C", "C", "C", "C", "C", "C", "C", "C", "C", "N", "C", "C", "C", "C", "C", "C", "F", "H", "H", "H", "H", "H", "H", "H", "H", "H", "H", "H", "H", "H", "H", "H", "H", "H", "H", "H", "H", "H", "C", "C", "N", "C", "C", "N", "C", "O", "O", "C", "O", "O", "H", "H", "H", "H", "H", "Cl", "C", "Cl", "Cl", "C", "N", "C", "N", "C", "C", "C", "C", "C", "C", "C", "C", "H", "H", "H", "H", "H", "H", "H", "H", "H", "H", "H", "H", "H"],
  "xyz": [[0.19316, 0.09332, -0.12343], [6.50648, 3.86948, -1.15766], [4.88708, 2.95821, -1.54112], [4.67361, 2.36972, -2.76632], [5.99545, 2.51780, -4.12169], [3.48646, 1.68344, -3.00885], [3.14454, 0.97938, -4.73921], [2.49245, 1.49495, -2.04642], [1.42964, 0.83980, -2.25769], [2.70647, 2.13543, -0.76342], [1.81424, 2.02823, 0.15910], [3.88066, 2.84480, -0.57935], [4.08859, 3.74028, 1.10235], [0.48820, -1.60107, -4.46565], [0.84576, -2.67865, -3.44194], [0.79198, -4.06627, -4.08550], [2.19829, -2.39103, -2.83209], [3.31180, -2.35223, -3.65173], [4.56251, -2.05911, -3.14408], [4.70272, -1.81003, -1.79312], [3.61325, -1.83947, -0.93669], [3.80906, -1.63755, 0.54717], [4.35773, -2.91373, 1.19070], [4.74799, -0.47276, 0.85720], [2.33932, -2.12248, -1.45613], [1.20543, -2.10838, -0.64797], [0.61865, -3.27634, -0.37356], [1.29381, -4.52119, -0.43754], [0.70554, -5.69368, -0.02517], [-0.60562, -5.72305, 0.42727], [-1.32988, -4.53821, 0.42570], [-0.72980, -3.37094, 0.03254], [-1.51420, -2.24594, 0.00647], [-0.52291, -1.75968, -4.84415], [1.18122, -1.60959, -5.30553], [0.53834, -0.62931, -3.98279], [0.09373, -2.64219, -2.65125], [1.52171, -4.15571, -4.88909], [-0.19818, -4.23977, -4.50707], [0.99302, -4.84087, -3.34799], [3.20360, -2.55030, -4.70945], [5.42104, -2.02435, -3.80091], [5.68970, -1.60091, -1.40360], [2.82546, -1.43139, 0.98384], [5.33436, -3.15751, 0.77191], [3.68465, -3.75047, 1.02234], [4.46695, -2.77167, 2.26481], [5.76297, -0.68051, 0.51950], [4.78538, -0.29607, 1.93062], [4.40476, 0.43067, 0.35914], [2.31499, -4.52743, -0.79727], [1.28081, -6.61190, -0.04580], [-1.06248, -6.64158, 0.76742], [-2.36926, -4.51472, 0.72266], [-0.65864, 3.19735, -3.14456], [-1.24886, 3.39010, -1.80220], [-1.42447, 2.45562, -0.90899], [-2.00515, 3.04812, 0.17950], [-2.19052, 4.39292, -0.08021], [-1.70597, 4.58311, -1.34287], [-2.74291, 5.56348, 0.69674], [-3.14151, 5.31756, 1.87000], [-2.75281, 6.64937, 0.11805], [-2.30286, 2.26050, 1.38558], [-2.88055, 2.88403, 2.38498], [-2.00716, 1.08055, 1.46346], [-0.18828, 2.21824, -3.17769], [0.09088, 3.96206, -3.34068], [-1.42747, 3.26051, -3.91430], [-1.70375, 5.48897, -1.78769], [-3.02744, 3.93824, 2.19669], [-4.29742, 1.71489, -2.33117], [-3.61129, 0.48456, -3.43603], [-3.17605, 1.23686, -4.98894], [-4.83279, -0.78180, -3.73203], [-2.44713, -0.10969, -2.84077], [-1.51700, -0.60547, -2.39405], [0.48957, 2.51332, 2.82700], [1.86327, 2.42230, 3.33376], [1.89508, 2.53655, 4.79046], [2.55377, 1.17746, 2.85466], [1.81834, -0.07969, 3.20711], [2.12780, -0.73093, 4.40066], [1.43987, -1.86883, 4.77258], [0.41556, -2.31957, 3.95833], [0.13898, -1.67539, 2.76466], [0.84341, -0.55279, 2.31060], [0.01953, 3.43455, 3.16341], [-0.08123, 1.65026, 3.15823], [0.51736, 2.48494, 1.74222], [2.40055, 3.18982, 2.90549], [1.36094, 1.68672, 5.21254], [1.41664, 3.46012, 5.11112], [2.92278, 2.52331, 5.14860], [3.56885, 1.20727, 3.25932], [2.56980, 1.25330, 1.76729], [2.93115, -0.36353, 5.03509], [1.69298, -2.38997, 5.69066], [-0.15816, -3.19222, 4.25209], [-0.67228, -2.05281, 2.16715]],
  "spin_multiplicity": 1,
  "charge": -2,
  "gap_ha": 0.20044,
  "e_homo_ev": -1.8
}

=====

3.
{
  "formula": "C41H39ClGaN3OP2",
  "method": "ωB97M-V/def2-TZVPD",
  "elements": ["Ga", "Cl", "P", "P", "C", "C", "C", "C", "C", "C", "C", "C", "C", "C", "C", "H", "H", "H", "H", "H", "C", "C", "C", "C", "C", "H", "H", "H", "H", "H", "C", "C", "C", "C", "C", "H", "H", "H", "H", "H", "C", "C", "C", "C", "C", "H", "H", "H", "H", "H", "C", "C", "C", "C", "C", "H", "H", "H", "H", "H", "C", "C", "C", "C", "C", "H", "H", "H", "H", "H", "H", "H", "C", "N", "C", "C", "C", "N", "C", "O", "N", "H", "H", "H", "H", "H", "H", "H"],
  "xyz": [[-0.39726, -0.04839, -0.15765], [-1.01724, 1.80114, 1.40654], [-0.06993, 1.50983, -1.85617], [-1.16620, -1.58749, 1.41239], [1.61077, 2.22455, -1.89658], [-1.13753, 2.98847, -1.79550], [-0.30522, 0.84425, -3.54115], [-1.22956, -3.31774, 0.82809], [-0.14393, -1.67417, 2.92359], [-2.84130, -1.27042, 2.06347], [2.47909, 2.06904, -2.98284], [3.75057, 2.64461, -2.94776], [4.15532, 3.38080, -1.83521], [3.28773, 3.54051, -0.75165], [2.02134, 2.96351, -0.77560], [2.16614, 1.49782, -3.85125], [4.42272, 2.51547, -3.79167], [5.14576, 3.82681, -1.80959], [3.60047, 4.11156, 0.11795], [1.34078, 3.07819, 0.06662], [0.34846, -0.34902, -3.88336], [0.21617, -0.88168, -5.16236], [-0.58498, -0.23899, -6.10939], [-1.24685, 0.94024, -5.77167], [-1.10446, 1.48508, -4.49404], [0.95438, -0.85916, -3.14012], [0.73005, -1.80413, -5.41811], [-0.69631, -0.66077, -7.10434], [-1.87628, 1.44115, -6.50164], [-1.61914, 2.40507, -4.23677], [-0.65775, 4.22104, -2.26127], [-1.48485, 5.34272, -2.25538], [-2.79357, 5.24335, -1.78054], [-3.27075, 4.02087, -1.30710], [-2.44608, 2.89794, -1.30900], [0.36384, 4.30345, -2.62011], [-1.10407, 6.29465, -2.61434], [-3.43540, 6.11992, -1.76899], [-4.28258, 3.94344, -0.91945], [-2.79675, 1.95095, -0.91410], [-0.56088, -0.91404, 4.02813], [0.17809, -0.94178, 5.20717], [1.33844, -1.71553, 5.29340], [1.75631, -2.46728, 4.19607], [1.01594, -2.45158, 3.01257], [-1.46195, -0.30795, 3.94919], [-0.14900, -0.35240, 6.05909], [1.91675, -1.72863, 6.21307], [2.65950, -3.06806, 4.25744], [1.34192, -3.04064, 2.16102], [-0.43310, -3.68699, -0.26555], [-0.42396, -5.00415, -0.71636], [-1.22281, -5.96416, -0.09065], [-2.02485, -5.60122, 0.99026], [-2.02561, -4.28435, 1.45354], [0.17103, -2.93486, -0.76406], [0.19894, -5.28012, -1.56253], [-1.22336, -6.98956, -0.44953], [-2.65315, -6.34183, 1.47685], [-2.64898, -4.00704, 2.29742], [-3.32253, -1.98673, 3.16762], [-4.61968, -1.77187, 3.63163], [-5.44378, -0.84107, 2.99855], [-4.96567, -0.12174, 1.90224], [-3.66898, -0.32984, 1.43957], [-2.68073, -2.70535, 3.66788], [-4.98257, -2.32797, 4.49143], [-6.45196, -0.66940, 3.36500], [-5.59816, 0.61579, 1.41622], [-3.27963, 0.24345, 0.60516], [-0.21648, -1.22163, -1.22014], [-1.94364, -0.09659, -0.72637], [3.80211, 1.37650, 3.21900], [3.37055, 0.68144, 1.99685], [4.34345, 0.16573, 1.22090], [4.01318, -0.51291, 0.08593], [2.67710, -0.65358, -0.29142], [1.63556, -0.07600, 0.44876], [2.03572, 0.56019, 1.63897], [1.21513, 1.01081, 2.40167], [2.50084, -1.44789, -1.44570], [4.46653, 2.22626, 2.94774], [4.36516, 0.67448, 3.87076], [2.95386, 1.78493, 3.80446], [5.38869, 0.25813, 1.49369], [4.81115, -0.95216, -0.50243], [3.31240, -1.77692, -1.99039], [1.64752, -1.93838, -1.63806]],
  "spin_multiplicity": 1,
  "charge": 2,
  "gap_ha": [0.19098, 0.17014],
  "e_homo_ev": [-13.9, -13.9]
}

=====

Calculated total energy? In order: -196818.981, -389174.869, -133127.448 eV.